--- 1 ---
This record from the OMol25 dataset describes 2 unconnected molecules or ions with the total composition C14H16O. The level of theory is wB97M-V/def2-TZVPD.

Structure (XYZ):
```
31
C14H16O, DFT wB97M-V/def2-TZVPD
C 1.93 2.99 1.03
C 0.78 2.70 0.16
C 0.53 3.48 -0.98
C -0.55 3.24 -1.73
C -1.39 2.12 -1.54
O -2.48 1.82 -2.24
C -1.21 1.31 -0.42
C -0.03 1.55 0.39
H 1.71 3.96 1.41
H 2.64 3.33 0.33
H 2.29 2.31 1.81
H 1.32 4.17 -1.21
H -0.71 3.72 -2.66
H -3.21 2.40 -2.25
H -1.88 0.49 -0.19
H -0.17 0.77 1.23
C 1.30 -2.77 2.28
C 0.49 -2.71 1.06
C 0.49 -1.58 0.16
C -0.45 -1.51 -0.92
C -1.11 -2.63 -1.20
C -1.10 -3.77 -0.41
C -0.31 -3.80 0.68
H 1.93 -3.69 2.35
H 0.41 -2.65 3.08
H 1.90 -1.98 2.52
H 1.24 -0.82 0.36
H -0.45 -0.59 -1.57
H -1.87 -2.53 -2.12
H -1.80 -4.59 -0.61
H -0.24 -4.76 1.23
```

Properties
LUMO: 0.82 eV
Orbital gap: 9.2 eV
2S+1: 1
SMILES string: Cc1ccc(O)cc1.Cc1ccccc1

--- 2 ---
This record from the OMol25 dataset describes 2 unconnected molecules or ions with the total composition C14H16O. The level of theory is wB97M-V/def2-TZVPD.

Structure (XYZ):
```
31
C14H16O, DFT wB97M-V/def2-TZVPD
C 0.51 2.52 -1.30
C 0.80 1.33 -2.18
C 0.41 0.09 -1.67
C 0.42 -1.02 -2.51
C 0.87 -0.91 -3.80
O 0.59 -1.77 -4.86
C 1.41 0.30 -4.30
C 1.37 1.39 -3.45
H 0.75 3.39 -1.90
H 1.07 2.48 -0.35
H -0.56 2.59 -1.01
H -0.19 0.02 -0.78
H 0.10 -1.91 -1.98
H 0.77 -2.70 -4.69
H 1.80 0.34 -5.30
H 1.85 2.31 -3.74
C -1.73 1.22 3.78
C -1.01 -0.02 3.24
C 0.02 0.21 2.34
C 0.48 -0.96 1.66
C -0.01 -2.18 2.02
C -0.93 -2.39 3.05
C -1.62 -1.25 3.46
H -2.65 1.49 3.26
H -1.04 2.06 3.90
H -2.29 0.99 4.72
H 0.70 1.04 2.30
H 1.48 -0.91 1.24
H 0.26 -3.08 1.48
H -1.19 -3.41 3.24
H -2.47 -1.23 4.13
```

Properties
LUMO: 0.86 eV
Orbital gap: 9.2 eV
2S+1: 1
SMILES string: Cc1ccc(O)cc1.Cc1ccccc1

--- 3 ---
This record from the OMol25 dataset describes 2 unconnected molecules or ions with the total composition C14H16O. The level of theory is wB97M-V/def2-TZVPD.

Structure (XYZ):
```
31
C14H16O, DFT wB97M-V/def2-TZVPD
C 0.61 -4.40 2.48
C 0.95 -2.89 2.19
C 0.25 -2.30 1.14
C 0.51 -0.98 0.76
C 1.54 -0.29 1.41
O 1.67 1.06 1.29
C 2.14 -0.86 2.56
C 1.87 -2.19 2.91
H 1.45 -5.01 2.17
H -0.42 -4.58 2.27
H 0.60 -4.39 3.58
H -0.32 -2.96 0.50
H 0.04 -0.56 -0.13
H 0.94 1.54 0.89
H 2.86 -0.29 3.13
H 2.11 -2.20 3.97
C 0.43 1.43 -3.59
C -0.66 1.81 -2.59
C -2.01 1.58 -2.78
C -2.91 2.05 -1.85
C -2.56 2.70 -0.67
C -1.18 2.96 -0.47
C -0.27 2.46 -1.42
H 1.07 2.27 -3.83
H -0.10 0.94 -4.38
H 1.02 0.66 -3.10
H -2.37 1.35 -3.77
H -3.98 1.84 -1.88
H -3.17 2.94 0.19
H -0.86 3.80 0.12
H 0.74 2.50 -1.09
```

Properties
LUMO: 0.83 eV
Orbital gap: 9.1 eV
2S+1: 1
SMILES string: Cc1ccc(O)cc1.Cc1ccccc1

Result of the stability comparison: 2 is the most stable of them.

--- 1 ---
This record from the OMol25 dataset describes a gas-phase ion, C5H11NO2 (charge -2). The level of theory is wB97M-V/def2-TZVPD.

Structure (XYZ):
```
19
C5H11NO2, DFT wB97M-V/def2-TZVPD
N 0.47 -0.35 -2.20
C 0.22 0.43 -0.98
C -0.25 1.91 -1.51
O 0.76 2.42 -2.25
C -0.68 -0.24 0.05
C 0.04 -0.57 1.37
C -0.52 -1.80 2.24
O -0.04 -1.74 3.49
H 1.46 -0.50 -2.30
H 0.05 0.18 -2.95
H 1.15 0.77 -0.51
H -0.65 2.57 -0.71
H -1.18 1.79 -2.17
H -1.59 0.32 0.32
H -0.90 -1.27 -0.31
H 1.12 -0.80 1.40
H -0.05 0.22 2.13
H -0.25 -2.76 1.78
H -1.69 -1.67 2.20
```

Properties
LUMO: 7.08 eV
Orbital gap: 6.5 eV
2S+1: 1
SMILES string: N[C@@H](C[O-])CCC[O-]
Charge: -2

--- 2 ---
This record from the OMol25 dataset describes a gas-phase ion, C5H11NO2 (charge -2). The level of theory is wB97M-V/def2-TZVPD.

Structure (XYZ):
```
19
C5H11NO2, DFT wB97M-V/def2-TZVPD
N 1.39 1.54 -0.23
C 1.05 0.26 0.39
C 1.46 0.23 1.94
O 2.63 0.91 2.11
C -0.43 -0.07 0.29
C -0.93 -0.87 -0.95
C -2.37 -0.60 -1.41
O -2.79 -1.56 -2.29
H 2.34 1.67 0.15
H 0.99 2.37 0.22
H 1.66 -0.45 -0.15
H 1.68 -0.86 2.11
H 0.64 0.58 2.60
H -0.77 -0.63 1.18
H -1.03 0.84 0.26
H -0.22 -0.67 -1.76
H -0.80 -1.95 -0.75
H -2.52 0.41 -1.89
H -3.08 -0.53 -0.52
```

Properties
LUMO: 7.00 eV
Orbital gap: 6.4 eV
2S+1: 1
SMILES string: N[C@@H](C[O-])CCC[O-]
Charge: -2

--- 3 ---
This record from the OMol25 dataset describes a gas-phase ion, C5H11NO2 (charge -2). The level of theory is wB97M-V/def2-TZVPD.

Structure (XYZ):
```
19
C5H11NO2, DFT wB97M-V/def2-TZVPD
O 3.44 -2.28 0.24
C 2.62 -1.21 0.26
C 1.12 -1.52 0.01
C 0.22 -0.50 0.72
C -0.53 0.38 -0.30
N -1.58 1.14 0.32
C -2.20 2.07 -0.64
O -3.30 1.51 -1.27
H 3.01 -0.38 -0.25
H 2.61 -0.82 1.43
H 0.76 -1.61 -0.99
H 0.96 -2.45 0.31
H -0.56 -0.93 1.41
H 0.87 0.09 1.30
H 0.15 0.98 -0.91
H -0.99 -0.28 -0.99
H -2.44 0.64 0.64
H -2.61 2.87 0.13
H -1.53 2.29 -1.43
```

Properties
LUMO: 7.02 eV
Orbital gap: 6.6 eV
2S+1: 1
SMILES string: [O-]CCCCNC[O-]
Charge: -2

Result of the stability comparison: 2 is the most stable of them.

--- 1 ---
This record from the OMol25 dataset describes a gas-phase ion, C5H10NOS (charge +1). The level of theory is wB97M-V/def2-TZVPD.

Structure (XYZ):
```
18
C5H10NOS, DFT wB97M-V/def2-TZVPD
C 1.07 -0.32 -0.51
C -0.31 -0.47 -0.50
C -1.00 -0.73 2.22
C 1.68 0.47 -1.56
C -1.41 0.14 -1.29
N -0.95 0.57 2.29
O 1.75 -1.03 0.42
S -0.65 -1.62 0.90
H -1.31 -1.29 3.16
H 1.67 0.28 -2.71
H 2.80 0.62 -1.30
H 1.24 1.48 -1.52
H -2.39 -0.28 -0.98
H -1.34 0.01 -2.32
H -1.54 1.30 -1.13
H -1.48 1.06 2.97
H -0.52 1.06 1.58
H 2.69 -1.25 0.29
```

Properties
LUMO: -3.94 eV
Orbital gap: 9.1 eV
2S+1: 1
Charge: +1

--- 2 ---
This record from the OMol25 dataset describes a gas-phase ion, C5H10NOS (charge +1). The level of theory is wB97M-V/def2-TZVPD.

Structure (XYZ):
```
18
C5H10NOS, DFT wB97M-V/def2-TZVPD
C 1.25 -1.08 -0.59
C -0.52 1.00 1.47
C 0.59 -0.07 1.98
C -0.41 0.18 -0.95
C -0.82 0.36 -2.26
N -0.92 0.82 0.04
O 0.73 -2.32 -0.31
S 1.97 -0.21 0.83
H 1.89 -1.16 -1.47
H -1.35 1.12 2.29
H 0.05 1.90 1.32
H 0.90 0.31 2.98
H 0.28 -1.12 2.15
H -1.91 0.84 -2.36
H -0.57 -0.60 -2.95
H -0.11 1.20 -2.58
H 0.76 -2.55 0.62
H -1.81 1.37 -0.18
```

Properties
LUMO: -3.62 eV
Orbital gap: 9.5 eV
2S+1: 1
Charge: +1

Result of the stability comparison: 1 is the most stable of them.

--- 1 ---
This record from the OMol25 dataset describes 2 unconnected molecules or ions with the total composition C4H14N. The level of theory is wB97M-V/def2-TZVPD.

Structure (XYZ):
```
19
C4H14N, DFT wB97M-V/def2-TZVPD
C -0.50 -3.03 0.27
N 0.35 -3.90 1.22
H -0.20 -3.37 -0.71
H -1.56 -3.14 0.47
H -0.12 -2.04 0.48
H 0.14 -3.72 2.20
H 1.33 -3.65 1.12
H 0.24 -4.86 0.89
C -0.85 3.40 -0.28
C 0.20 2.69 -1.10
C 0.77 1.51 -0.35
H -0.44 3.82 0.63
H -1.56 2.64 0.07
H -1.43 4.10 -0.88
H 0.99 3.41 -1.39
H -0.21 2.48 -2.09
H 1.52 0.99 -0.96
H 1.33 1.87 0.51
H -0.01 0.79 -0.11
```

Properties
LUMO: -4.20 eV
Orbital gap: 9.3 eV
2S+1: 1
Charge: +1

--- 2 ---
This record from the OMol25 dataset describes 2 unconnected molecules or ions with the total composition C4H14N. The level of theory is wB97M-V/def2-TZVPD.

Structure (XYZ):
```
19
C4H14N, DFT wB97M-V/def2-TZVPD
C 2.99 -0.28 1.63
C 2.23 0.94 1.14
H 2.73 -1.17 1.07
H 4.07 -0.25 1.42
H 3.01 -0.40 2.71
H 2.68 1.38 0.25
H 1.21 0.74 0.76
H 2.25 1.65 2.01
C -2.08 0.28 -1.14
C -2.00 -0.03 0.37
N -1.30 -0.80 -1.87
H -3.09 0.28 -1.59
H -1.66 1.27 -1.35
H -2.90 0.31 0.90
H -1.14 0.45 0.85
H -1.82 -1.65 -2.07
H -1.15 -0.36 -2.78
H -0.36 -0.96 -1.51
H -1.69 -1.05 0.57
```

Properties
LUMO: -3.95 eV
Orbital gap: 10.2 eV
2S+1: 1
Charge: +1

--- 3 ---
This record from the OMol25 dataset describes 2 unconnected molecules or ions with the total composition C4H14N. The level of theory is wB97M-V/def2-TZVPD.

Structure (XYZ):
```
19
C4H14N, DFT wB97M-V/def2-TZVPD
C 0.40 -1.12 -0.67
C 1.82 -0.84 -1.03
N 0.03 -1.71 0.67
H -0.16 -0.19 -0.77
H -0.04 -1.80 -1.39
H 2.48 -1.69 -0.87
H 2.30 -0.01 -0.49
H 0.16 -1.01 1.41
H -0.95 -2.00 0.66
H 0.61 -2.52 0.87
H 1.98 -0.62 -2.07
C -0.58 2.14 -0.09
C -1.57 1.59 0.94
H -0.53 3.21 0.07
H 0.43 1.74 -0.11
H -0.97 2.00 -1.10
H -1.40 0.54 1.21
H -2.59 1.69 0.56
H -1.61 2.20 1.84
```

Properties
LUMO: -3.75 eV
Orbital gap: 11.5 eV
2S+1: 1
Charge: +1

Result of the stability comparison: 3 is the most stable of them.